Entry 1:
Molecular formula: C19H19N3O2
Method: DFT, ωB97M-V/def2-TZVPD

Last column: Löwdin charge in e.
Geometry (Å):
O (-1.469, -0.656, 2.093)  0.088
O (-6.291, -0.959, -0.778)  -0.199
N (4.277, -3.244, -0.394)  0.060
N (-2.322, 0.138, 0.153)  0.065
N (2.553, 1.156, -0.340)  0.168
C (5.806, -1.435, -0.128)  -0.055
C (-0.700, 2.769, 0.299)  -0.028
C (-3.668, -0.337, 0.373)  -0.174
C (0.022, 0.387, 0.551)  -0.062
C (-1.316, -0.096, 1.028)  -0.461
C (0.904, 4.367, -0.522)  -0.076
C (-7.654, -1.250, -0.618)  -0.116
C (-3.998, -1.554, -0.492)  -0.149
C (1.054, -0.512, 0.480)  0.068
C (1.570, 2.067, -0.251)  -0.208
C (-0.381, 4.052, -0.054)  -0.075
C (3.446, -1.020, -0.096)  -0.145
C (2.320, -0.087, 0.013)  -0.216
C (3.276, -2.390, -0.299)  -0.098
C (5.512, -2.780, -0.301)  -0.151
C (1.863, 3.399, -0.616)  -0.011
C (0.258, 1.741, 0.197)  -0.099
C (4.756, -0.543, -0.024)  -0.011
C (-5.447, -1.983, -0.299)  -0.251
H (-2.108, 0.527, -0.753)  0.150
H (6.295, -3.523, -0.374)  0.103
H (0.898, -1.532, 0.793)  0.122
H (-3.736, -0.599, 1.432)  0.126
H (-1.684, 2.536, 0.679)  0.111
H (-4.378, 0.464, 0.150)  0.125
H (-1.120, 4.835, 0.032)  0.104
H (-3.847, -1.305, -1.544)  0.118
H (-8.204, -0.401, -1.018)  0.088
H (6.830, -1.099, -0.072)  0.101
H (2.291, -2.825, -0.409)  0.111
H (2.862, 3.618, -0.958)  0.112
H (-3.340, -2.383, -0.229)  0.121
H (-7.934, -2.158, -1.165)  0.088
H (4.920, 0.515, 0.117)  0.110
H (-5.649, -2.169, 0.768)  0.128
H (-7.910, -1.385, 0.441)  0.089
H (1.130, 5.386, -0.798)  0.103
H (-5.642, -2.917, -0.850)  0.125

Values from the calculation:
ΔE to the lowest compared entry with this formula, charge and spin = 38.3 kcal/mol
Calculated total energy = -28577.10381 eV
Orbital gap = 8.5 eV
Structure (SMILES) = COCCCNC(=O)c1cc(-c2cccnc2)nc2ccccc12



Entry 2:
Molecular formula: C19H19N3O2S
Method: DFT, ωB97M-V/def2-TZVPD

Last column: Löwdin charge in e.
Geometry (Å):
S (-0.411, 2.242, 1.116)  1.022
O (3.482, 1.385, -1.608)  -0.074
O (-2.910, 3.021, -1.055)  0.046
N (0.349, -0.356, 1.504)  -0.014
N (-3.471, 1.190, 0.162)  0.066
N (-1.764, 0.062, 2.017)  0.041
C (-1.963, -2.924, -0.820)  -0.094
C (-3.860, 0.357, -0.962)  -0.118
C (2.700, -0.804, 1.818)  -0.023
C (-0.648, 0.570, 1.547)  -0.603
C (1.682, -0.201, 1.083)  -0.208
C (-0.200, -1.524, 1.981)  -0.060
C (-2.797, -0.694, -1.161)  -0.211
C (4.320, 0.062, 0.261)  -0.022
C (4.007, -0.665, 1.397)  -0.070
C (-0.538, -1.252, -1.777)  -0.085
C (-2.874, 2.384, -0.025)  -0.592
C (-1.563, -0.328, -1.685)  -0.034
C (3.303, 0.662, -0.475)  -0.263
C (-2.124, 2.870, 1.211)  -0.337
C (-2.987, -1.998, -0.727)  -0.053
C (4.792, 1.595, -2.079)  -0.083
C (-1.497, -1.248, 2.278)  -0.127
C (-0.736, -2.551, -1.340)  -0.096
C (1.979, 0.523, -0.057)  0.028
H (1.204, 0.989, -0.642)  0.094
H (4.802, -1.126, 1.964)  0.108
H (2.467, -1.360, 2.713)  0.112
H (-3.944, 1.009, -1.835)  0.126
H (-2.121, -3.936, -0.478)  0.102
H (-2.562, 2.523, 2.143)  0.080
H (5.401, 2.131, -1.345)  0.097
H (-3.217, 0.682, 1.011)  0.092
H (0.418, -0.960, -2.186)  0.101
H (-4.830, -0.101, -0.750)  0.120
H (5.352, 0.154, -0.038)  0.103
H (5.282, 0.651, -2.340)  0.096
H (-2.262, -1.891, 2.662)  0.104
H (-1.411, 0.689, -2.017)  0.119
H (-3.942, -2.289, -0.312)  0.111
H (-2.025, 3.954, 1.193)  0.083
H (4.688, 2.205, -2.974)  0.095
H (0.067, -3.272, -1.406)  0.102
H (0.362, -2.432, 2.031)  0.119

Values from the calculation:
ΔE to the lowest compared entry with this formula, charge and spin = 43.8 kcal/mol
Calculated total energy = -39412.43028 eV
Orbital gap = 8.7 eV
Structure (SMILES) = COc1cccc(-n2ccnc2SCC(=O)NCc2ccccc2)c1



Entry 3:
Molecular formula: C19H19N3O3
Method: DFT, ωB97M-V/def2-TZVPD

Last column: Löwdin charge in e.
Geometry (Å):
O (-1.027, -2.331, 0.319)  0.089
O (-2.145, 2.423, 0.601)  -0.105
O (-5.806, -1.578, -0.488)  -0.085
N (3.004, -0.517, 0.586)  -0.057
N (-1.283, -0.065, 0.521)  0.164
N (2.821, -0.780, 1.885)  0.089
C (4.294, -0.204, 0.132)  -0.186
C (-3.102, 1.468, 0.328)  -0.214
C (5.801, 1.007, -1.287)  -0.081
C (-0.570, -1.227, 0.526)  -0.422
C (1.843, -0.632, -0.115)  -0.194
C (0.869, -0.975, 0.805)  -0.097
C (-5.319, 0.687, -0.172)  -0.008
C (1.546, -1.052, 2.037)  -0.073
C (-4.443, 1.723, 0.097)  -0.020
C (6.878, 0.375, -0.691)  -0.092
C (-2.644, 0.140, 0.286)  -0.137
C (-3.524, -0.898, 0.016)  0.058
C (1.705, -0.497, -1.588)  -0.005
C (5.378, -0.826, 0.745)  -0.012
C (-2.559, 3.762, 0.696)  -0.087
C (-5.396, -2.925, -0.536)  -0.085
C (6.663, -0.535, 0.332)  -0.077
C (-4.869, -0.629, -0.215)  -0.274
C (4.509, 0.729, -0.876)  -0.025
H (1.485, 0.532, -1.876)  0.086
H (-6.363, 0.885, -0.353)  0.117
H (7.501, -1.021, 0.809)  0.104
H (0.878, -1.121, -1.921)  0.089
H (5.189, -1.526, 1.543)  0.108
H (-3.299, 3.899, 1.491)  0.098
H (-3.132, -1.899, -0.005)  0.093
H (2.615, -0.815, -2.094)  0.085
H (-6.295, -3.497, -0.764)  0.092
H (-4.989, -3.255, 0.424)  0.098
H (1.146, -1.291, 3.001)  0.114
H (3.680, 1.254, -1.321)  0.106
H (-4.651, -3.091, -1.320)  0.097
H (-1.662, 4.331, 0.938)  0.094
H (-4.825, 2.731, 0.123)  0.105
H (-0.782, 0.791, 0.719)  0.146
H (7.883, 0.597, -1.017)  0.101
H (-2.971, 4.124, -0.251)  0.096
H (5.964, 1.730, -2.072)  0.104

Values from the calculation:
ΔE to the lowest compared entry with this formula, charge and spin = 60.6 kcal/mol
Calculated total energy = -30623.72142 eV
Orbital gap = 8.4 eV
Structure (SMILES) = COc1ccc(OC)c(NC(=O)c2cnn(-c3ccccc3)c2C)c1